P) Computed, not measured: a structure of composition C5H11NPPb, with the ωB97M-V functional and the def2-TZVPD basis.

Each line ends with the Mulliken charge.
CARTESIAN COORDINATES (ANGSTROEM)
C1 0.488 -0.158 -2.087  -0.565
C2 -0.773 -0.817 -2.061  -0.628
C3 -0.580 -2.150 -1.583  -0.536
C4 0.810 -2.331 -1.337  -0.572
C5 1.479 -1.104 -1.632  -0.531
Pb1 1.674 1.318 1.971  -0.101
P1 -0.323 2.790 1.097  -0.311
H1 0.676 0.866 -2.409  0.427
H2 -1.729 -0.378 -2.333  0.365
H3 -1.352 -2.904 -1.448  0.398
H4 2.552 -0.918 -1.572  0.343
H5 1.285 -3.234 -0.958  0.369
H6 -1.604 2.820 1.771  0.056
H7 -0.689 2.466 -0.266  0.113
H8 -0.022 4.203 0.990  0.090
N1 -0.246 0.036 2.886  -0.755
H9 -0.091 -0.967 2.750  0.304
H10 -1.085 0.280 2.345  0.271
H11 -0.470 0.183 3.877  0.263

Calculated values
* net charge: -1
* Kohn-Sham gap: 4.752 eV
* 2S+1: 1
* HOMO: -1.78 eV

=====

Q) Computed, not measured: a structure of composition C5H11NPPb, with the ωB97M-V functional and the def2-TZVPD basis.

Each line ends with the Mulliken charge.
CARTESIAN COORDINATES (ANGSTROEM)
C1 0.434 -0.202 -2.503  -0.541
C2 -0.790 -0.898 -2.521  -0.615
C3 -0.569 -2.179 -1.902  -0.375
C4 0.812 -2.261 -1.570  -0.609
C5 1.422 -1.056 -1.904  -0.647
Pb1 1.148 0.902 1.258  -0.075
P1 -0.638 2.720 0.464  -0.321
H1 0.647 0.730 -3.005  0.419
H2 -1.729 -0.471 -2.835  0.384
H3 -1.366 -2.829 -1.490  0.313
H4 2.487 -0.883 -1.964  0.381
H5 1.286 -3.053 -0.994  0.376
H6 -1.734 2.921 1.438  0.074
H7 -1.201 3.293 -0.777  0.074
H8 0.372 3.717 0.882  0.077
N1 -0.486 -0.298 2.699  -0.773
H9 -0.429 -1.299 2.962  0.254
H10 -1.474 0.000 2.569  0.245
H11 -0.083 0.268 3.460  0.359

Calculated values
* net charge: -1
* Kohn-Sham gap (alpha / beta): 4.494 / 4.495 eV
* 2S+1: 1
* HOMO (alpha / beta): -1.43 / -1.43 eV

=====

Relative to the most stable structure, the computed energies are P) 0.000; Q) 0.788, all in eV.

=====

P) Computed, not measured: a cluster of 2 separate species, CH6NO in total, with the ωB97M-V functional and the def2-TZVPD basis.

Each line ends with the Mulliken charge.
CARTESIAN COORDINATES (ANGSTROEM)
O1 2.244 0.102 -1.219  -1.131
H1 1.746 -0.280 -1.998  0.139
C1 -1.134 0.252 0.367  -0.664
N1 0.271 -0.111 0.835  -0.617
H2 -1.216 0.563 -0.706  0.198
H3 -1.610 1.103 0.825  0.225
H4 -1.727 -0.587 0.610  0.262
H5 0.277 -1.119 0.952  0.178
H6 1.149 0.077 0.334  0.410

Calculated values
* net charge: -1
* Kohn-Sham gap: 6.819 eV
* 2S+1: 1
* HOMO: -2.39 eV

=====

Q) Computed, not measured: a cluster of 2 separate species, CH6NO in total, with the ωB97M-V functional and the def2-TZVPD basis.

Each line ends with the Mulliken charge.
CARTESIAN COORDINATES (ANGSTROEM)
O1 0.629 1.568 1.750  -1.149
H1 0.429 2.617 1.771  0.142
C1 -0.103 -1.025 -0.934  -0.640
N1 -0.248 0.308 -0.342  -0.606
H2 -0.773 -1.207 -1.818  0.214
H3 -0.158 -1.720 -0.016  0.204
H4 0.911 -1.428 -1.026  0.274
H5 0.402 0.610 0.272  0.325
H6 -1.088 0.275 0.343  0.235

Calculated values
* net charge: -1
* Kohn-Sham gap: 6.836 eV
* 2S+1: 1
* HOMO: -2.44 eV

=====

Relative to the most stable structure, the computed energies are P) 0.000; Q) 0.846, all in eV.

=====

P) Computed, not measured: the molecule C3H4S, with the ωB97M-V functional and the def2-TZVPD basis.

Each line ends with the Mulliken charge.
CARTESIAN COORDINATES (ANGSTROEM)
C1 0.594 0.208 -0.587  -0.503
C2 -0.249 0.505 0.628  -0.165
C3 -0.322 -0.841 0.117  -0.223
S1 -1.853 0.045 -0.110  -0.219
H1 0.290 0.578 -1.671  0.176
H2 1.761 0.243 -0.527  0.218
H3 -0.153 1.113 1.555  0.401
H4 -0.068 -1.851 0.597  0.315

Calculated values
* net charge: 0
* Kohn-Sham gap: 9.539 eV
* 2S+1: 1
* structure (SMILES): C1[C@@H]2S[C@H]12
* HOMO: -8.55 eV

=====

Q) Computed, not measured: a cluster of 2 separate species, C3H4S in total, with the ωB97M-V functional and the def2-TZVPD basis.

Each line ends with the Mulliken charge.
CARTESIAN COORDINATES (ANGSTROEM)
C1 0.170 -1.719 -0.836  -0.381
C2 0.494 -2.616 -0.094  -0.322
C3 -0.221 2.247 0.490  -0.329
S1 -1.581 1.520 0.965  -0.167
H1 -0.221 -0.838 -1.255  0.383
H2 0.831 -3.599 0.032  0.323
H3 -0.054 2.684 -0.538  0.247
H4 0.582 2.322 1.237  0.247

Calculated values
* net charge: 0
* Kohn-Sham gap: 8.504 eV
* 2S+1: 1
* structure (SMILES): C#C.C=S
* HOMO: -8.99 eV

=====

Relative to the most stable structure, the computed energies are P) 0.000; Q) 0.817, all in eV.